194
Properties=species:S:1:pos:R:3 method="wB97M-V/def2-TZVPD" multiplicity=2 total_energy_ev=-128401.7621 total_charge=+7
C 2.794 0.457 1.429
C 3.428 1.629 2.079
C 4.595 1.307 2.955
N 5.178 2.506 3.805
C 6.567 2.162 4.352
C 6.407 1.069 5.414
C 5.612 1.477 6.723
C 4.227 1.911 6.092
C 4.264 2.924 4.979
C 5.558 3.758 2.985
H 3.582 0.059 0.790
H 1.927 0.842 0.892
H 2.581 -0.294 2.190
H 2.805 2.429 2.478
H 3.845 2.115 1.198
H 5.396 0.886 2.348
H 4.412 0.517 3.684
H 7.194 1.839 3.521
H 7.001 3.068 4.774
H 5.953 0.224 4.897
H 7.343 0.585 5.693
H 5.460 0.699 7.472
H 6.236 2.211 7.233
H 3.687 1.004 5.822
H 3.566 2.353 6.837
H 3.283 3.256 4.638
H 4.644 3.831 5.451
H 6.115 3.456 2.098
H 6.077 4.436 3.662
H 4.636 4.144 2.550
C -0.908 -3.198 8.235
C -1.883 -2.457 7.249
C -0.983 -2.139 6.025
N -1.578 -1.209 4.988
C -2.769 -1.923 4.330
C -3.558 -0.988 3.384
C -3.906 0.345 3.985
C -2.716 1.103 4.673
C -1.905 0.206 5.612
C -0.568 -0.889 3.906
H 0.009 -2.629 8.389
H -0.663 -4.214 7.927
H -1.290 -3.290 9.251
H -2.093 -1.599 7.888
H -2.766 -3.043 6.996
H -0.578 -3.031 5.547
H -0.113 -1.626 6.435
H -3.356 -2.396 5.117
H -2.241 -2.697 3.773
H -4.492 -1.459 3.076
H -3.002 -0.806 2.465
H -4.747 0.163 4.654
H -4.479 0.963 3.293
H -3.090 1.913 5.298
H -2.071 1.474 3.877
H -2.638 -0.021 6.386
H -1.063 0.708 6.090
H 0.324 -0.378 4.269
H -0.956 -0.197 3.158
H -0.333 -1.814 3.380
C -5.759 5.053 -1.659
N -5.094 3.686 -1.272
C -3.554 3.716 -1.397
C -5.359 3.484 0.326
C -5.704 2.504 -2.048
C -5.643 2.460 -3.618
O -6.342 1.355 -4.007
H -6.819 5.058 -1.405
H -5.537 5.306 -2.696
H -5.233 5.768 -1.026
H -3.373 4.077 -2.409
H -3.129 2.732 -1.196
H -3.152 4.471 -0.721
H -6.393 3.728 0.572
H -4.704 4.154 0.883
H -5.139 2.468 0.653
H -6.770 2.501 -1.820
H -5.140 1.636 -1.705
H -4.636 2.646 -3.992
H -6.112 3.323 -4.091
H -6.411 1.186 -4.950
C 6.691 1.424 -2.894
N 5.317 0.761 -3.251
C 4.749 1.491 -4.481
C 5.550 -0.755 -3.609
C 4.296 1.033 -2.054
C 2.895 0.436 -2.394
O 1.934 1.069 -1.564
H 7.312 1.426 -3.790
H 7.210 1.100 -1.992
H 6.395 2.457 -2.712
H 4.299 2.441 -4.191
H 4.079 0.814 -5.010
H 5.535 1.680 -5.212
H 6.288 -0.882 -4.401
H 4.661 -1.242 -4.010
H 5.842 -1.224 -2.669
H 4.320 2.114 -1.920
H 4.811 0.597 -1.198
H 2.855 -0.629 -2.163
H 2.575 0.585 -3.425
H 1.152 0.515 -1.500
C -6.656 -4.392 -1.001
N -5.128 -4.244 -1.331
C -4.408 -4.804 -0.015
C -4.562 -5.130 -2.487
C -4.686 -2.791 -1.702
C -5.495 -2.015 -2.747
O -5.574 -2.722 -3.972
H -6.755 -5.412 -0.631
H -7.255 -4.123 -1.871
H -6.934 -3.691 -0.213
H -3.325 -4.722 -0.108
H -4.820 -5.777 0.254
H -4.595 -3.999 0.696
H -5.275 -4.963 -3.294
H -4.542 -6.146 -2.094
H -3.572 -4.752 -2.746
H -3.636 -2.865 -1.984
H -4.718 -2.235 -0.765
H -4.944 -1.107 -2.991
H -6.505 -1.734 -2.447
H -5.844 -2.044 -4.596
C 5.413 -4.543 1.228
C 4.748 -4.219 -0.129
N 3.279 -4.117 -0.032
C 2.571 -3.364 0.880
C 1.242 -3.522 0.632
N 1.116 -4.329 -0.508
C 2.409 -4.717 -0.918
C -0.074 -4.596 -1.271
H 4.959 -5.389 1.745
H 5.499 -3.726 1.944
H 6.382 -5.001 1.031
H 5.051 -4.987 -0.841
H 5.069 -3.258 -0.531
H 3.021 -2.843 1.712
H 0.310 -3.150 1.032
H 2.658 -5.252 -1.822
H -0.296 -5.653 -1.121
H -0.010 -4.458 -2.351
H -0.895 -3.979 -0.910
C -0.165 3.464 3.028
C -0.578 3.046 1.653
N -0.364 4.047 0.600
C -0.874 5.352 0.591
C -0.447 6.067 -0.449
N 0.459 5.284 -1.156
C 0.480 4.051 -0.481
C 1.187 5.621 -2.378
H -0.383 2.731 3.805
H -0.591 4.370 3.459
H 0.921 3.544 3.078
H -1.624 2.755 1.561
H -0.192 2.080 1.328
H -1.521 5.699 1.382
H -0.590 7.116 -0.663
H 1.189 3.277 -0.735
H 0.957 6.621 -2.746
H 1.018 4.865 -3.146
H 2.235 5.616 -2.081
C -2.430 -3.144 -5.847
C -2.498 -1.839 -5.012
N -1.738 -0.711 -5.590
C -1.916 -0.159 -6.871
C -0.984 0.941 -6.980
N -0.153 0.896 -5.861
C -0.660 -0.039 -5.016
C 0.890 1.897 -5.637
H -3.073 -3.849 -5.320
H -1.404 -3.470 -6.018
H -2.879 -2.954 -6.822
H -2.159 -1.949 -3.982
H -3.563 -1.622 -5.094
H -2.794 -0.314 -7.481
H -0.928 1.726 -7.720
H -0.305 -0.449 -4.082
H 1.751 1.406 -5.183
H 0.585 2.682 -4.944
H 1.184 2.373 -6.573
P 2.356 -3.164 -4.552
F 1.119 -2.530 -3.652
F 3.216 -2.992 -3.184
F 1.691 -4.602 -4.047
F 3.641 -3.830 -5.348
F 1.409 -3.395 -5.817
F 2.736 -1.639 -5.065
P -1.456 -0.330 -0.783
F -2.703 0.262 0.150
F -0.487 -0.217 0.556
F -1.796 -1.857 -0.288
F -0.255 -0.980 -1.621
F -2.470 -0.382 -2.075
F -0.996 1.140 -1.295

=====

208
Properties=species:S:1:pos:R:3 method="wB97M-V/def2-TZVPD" multiplicity=1 total_energy_ev=-142563.7246
C 3.234 -1.047 4.897
C 3.291 -2.571 4.850
C 2.497 -3.158 3.667
C 1.021 -2.805 3.553
C 0.293 -3.516 2.429
C -1.128 -2.977 2.250
H 3.460 -0.568 3.938
H 3.955 -0.653 5.615
H 2.219 -0.726 5.126
H 4.289 -2.997 4.786
H 2.691 -2.897 5.707
H 2.642 -4.246 3.674
H 2.998 -2.904 2.719
H 0.529 -2.885 4.529
H 0.987 -1.721 3.384
H 0.786 -3.319 1.473
H 0.234 -4.595 2.585
H -1.757 -3.472 1.506
H -1.708 -3.017 3.176
H -1.064 -1.935 1.919
C -9.496 1.492 -2.740
C -8.701 0.551 -1.862
C -7.231 0.937 -1.834
C -6.330 0.046 -0.967
C -6.715 -0.056 0.509
C -5.620 -0.693 1.341
H -9.583 2.478 -2.281
H -10.522 1.134 -2.869
H -9.097 1.553 -3.754
H -9.083 0.567 -0.836
H -8.801 -0.493 -2.178
H -7.170 1.983 -1.497
H -6.827 1.005 -2.848
H -6.423 -0.955 -1.416
H -5.276 0.295 -1.100
H -6.773 0.990 0.845
H -7.697 -0.495 0.682
H -5.601 -1.780 1.235
H -4.639 -0.321 1.031
H -5.676 -0.407 2.394
C -0.583 -8.754 0.236
C -1.129 -7.576 1.030
C -1.995 -6.639 0.157
C -1.238 -6.060 -1.045
C -2.043 -5.061 -1.875
C -1.210 -4.603 -3.081
H -0.204 -9.493 0.950
H 0.305 -8.508 -0.351
H -1.295 -9.238 -0.433
H -1.731 -7.904 1.879
H -0.283 -7.026 1.452
H -2.227 -5.827 0.854
H -2.876 -7.184 -0.183
H -0.313 -5.609 -0.666
H -0.921 -6.897 -1.672
H -2.935 -5.587 -2.223
H -2.344 -4.166 -1.326
H -1.582 -3.676 -3.504
H -0.161 -4.504 -2.797
H -1.278 -5.371 -3.857
C 7.564 0.428 2.171
C 6.484 -0.473 2.804
C 5.948 -1.607 1.949
C 5.190 -1.214 0.672
C 4.855 -2.429 -0.165
C 5.954 -2.806 -1.168
H 7.623 1.324 2.789
H 7.521 0.682 1.110
H 8.543 -0.062 2.218
H 6.924 -0.869 3.719
H 5.628 0.153 3.075
H 5.242 -2.220 2.521
H 6.748 -2.302 1.669
H 4.237 -0.738 0.923
H 5.846 -0.499 0.167
H 4.555 -3.294 0.437
H 3.937 -2.225 -0.728
H 6.018 -1.970 -1.872
H 6.947 -2.764 -0.708
H 5.809 -3.762 -1.662
C -5.041 -2.648 -5.141
C -5.011 -1.189 -4.726
O -5.786 -0.387 -5.238
N -4.128 -0.780 -3.796
C -3.279 -1.557 -2.931
H -5.581 -3.219 -4.384
H -4.034 -3.074 -5.176
H -5.459 -2.713 -6.139
H -4.140 0.217 -3.623
H -3.057 -0.981 -2.032
H -2.315 -1.822 -3.373
H -3.757 -2.505 -2.674
C 3.331 0.748 -2.290
C 4.640 1.336 -2.765
O 5.691 0.773 -2.460
N 4.609 2.442 -3.526
C 5.810 3.105 -4.022
H 2.474 1.352 -2.594
H 3.369 0.808 -1.204
H 3.266 -0.273 -2.652
H 3.722 2.778 -3.854
H 6.413 3.423 -3.171
H 5.457 4.028 -4.480
H 6.384 2.481 -4.700
C -0.936 4.426 4.717
C -1.830 4.604 3.530
O -2.124 3.644 2.824
N -2.337 5.828 3.274
C -3.070 6.113 2.052
H -1.526 3.982 5.520
H -0.607 5.377 5.145
H -0.057 3.839 4.470
H -1.949 6.619 3.756
H -4.110 5.796 2.029
H -2.485 5.710 1.225
H -3.091 7.194 1.907
C 1.221 4.770 1.743
C 1.681 5.443 0.465
O 1.804 6.659 0.351
N 1.866 4.593 -0.558
C 2.157 4.979 -1.917
H 2.127 4.417 2.243
H 0.635 3.878 1.517
H 0.714 5.424 2.445
H 1.552 3.638 -0.421
H 2.480 4.118 -2.497
H 2.952 5.723 -1.982
H 1.273 5.448 -2.358
C 5.434 3.829 3.950
C 4.788 3.152 2.752
O 3.654 2.689 2.841
N 5.543 3.014 1.650
C 5.048 2.397 0.437
H 5.333 4.903 3.777
H 6.496 3.581 4.008
H 4.931 3.510 4.855
H 6.498 3.306 1.762
H 4.300 3.042 -0.033
H 4.664 1.411 0.692
H 5.828 2.317 -0.317
C 1.864 0.347 1.653
O 0.532 0.187 1.195
P 0.195 0.659 -0.283
O 0.659 2.021 -0.586
O 0.784 -0.518 -1.196
C 0.322 -1.871 -1.064
O -1.367 0.460 -0.396
C -2.264 1.178 0.461
H 2.551 0.682 0.869
H 2.265 -0.620 1.965
H 2.010 1.052 2.469
H 1.072 -2.402 -0.469
H 0.331 -2.277 -2.074
H -0.646 -1.948 -0.570
H -2.511 0.551 1.317
H -3.158 1.452 -0.095
H -1.826 2.113 0.822
C 2.473 -0.952 -6.181
O 1.102 -1.082 -6.525
P 0.162 -1.841 -5.438
O -1.154 -2.261 -5.924
O 1.072 -3.005 -4.794
C 1.416 -4.120 -5.644
O 0.156 -0.877 -4.173
C -0.254 0.480 -4.315
H 2.846 0.051 -6.394
H 3.085 -1.661 -6.745
H 2.720 -1.128 -5.131
H 0.688 -4.192 -6.451
H 1.369 -4.988 -4.989
H 2.437 -4.039 -6.015
H 0.071 0.905 -5.266
H 0.103 1.109 -3.501
H -1.345 0.540 -4.257
C -1.334 3.594 -2.332
O -2.269 3.706 -3.392
P -3.788 3.202 -3.203
O -3.907 1.840 -2.654
O -4.402 4.363 -2.291
C -4.784 4.133 -0.932
O -4.487 3.517 -4.595
C -3.959 2.799 -5.728
H -1.083 4.602 -1.993
H -0.427 3.085 -2.646
H -1.740 3.059 -1.472
H -4.443 3.190 -0.510
H -5.872 4.172 -0.890
H -4.377 4.951 -0.342
H -4.765 2.165 -6.099
H -3.074 2.174 -5.602
H -3.721 3.557 -6.477
C 1.762 2.020 5.977
O 0.425 1.977 6.476
P -0.391 0.591 6.500
O -1.761 0.735 7.028
O -0.245 0.032 5.006
C -1.109 0.628 4.011
O 0.478 -0.455 7.345
C -0.178 -1.649 7.819
H 2.455 1.418 6.561
H 2.123 3.044 6.115
H 1.806 1.897 4.894
H -0.513 1.010 3.186
H -1.718 1.428 4.424
H -1.727 -0.185 3.630
H 0.562 -2.443 7.736
H -1.088 -1.924 7.293
H -0.380 -1.452 8.871